[1]
175
Properties=species:S:1:pos:R:3:mulliken_charge:R:1 method="wB97M-V/def2-TZVPD" e_tot_ha=-4845.343450 smiles="CCCOCN1C(=O)c2c(CCCCCCCCCOC)c(B(C)O)c(OCC)c(S(=O)(=O)C(F)(F)F)c2C1=O.O=C1CCCO1.O=C1CCCO1.O=C1CCCO1.O=C1CCCO1.O=C1CCCO1.O=C1CCCO1.O=C1CCCO1.O=C1CCCO1"
C 0.056 -3.612 2.789 -1.563
C 0.823 -2.652 1.860 0.603
C 1.757 -3.451 0.921 -0.682
O 1.706 -2.998 -0.432 -0.131
C 3.007 -2.726 -0.890 -0.581
N 2.997 -2.060 -2.226 0.053
C 1.702 -1.733 -2.744 -0.143
O 1.144 -2.357 -3.601 -0.578
C 1.275 -0.477 -2.010 -0.299
C 0.019 0.067 -1.829 0.375
C -1.164 -0.620 -2.475 -2.286
C -2.229 -1.149 -1.478 0.797
C -2.619 -2.643 -1.645 -0.234
C -4.149 -2.796 -1.707 -1.849
C -4.836 -2.103 -0.493 0.028
C -5.590 -0.794 -0.888 0.066
C -6.981 -0.610 -0.220 -0.991
C -7.168 0.850 0.288 -0.805
C -6.694 1.040 1.734 -0.593
O -5.257 1.022 1.765 -0.262
C -4.773 -0.152 2.415 -0.567
C -0.072 1.219 -1.053 0.551
B -1.505 1.911 -0.798 1.020
C -1.954 3.214 -1.576 -1.025
O -2.292 1.330 0.154 -0.433
C 1.031 1.809 -0.486 -0.287
O 0.893 2.919 0.296 -0.275
C 0.366 2.634 1.623 0.085
C 1.404 2.250 2.666 -1.474
C 2.321 1.296 -0.709 0.521
S 3.775 2.079 -0.059 1.236
O 4.003 1.754 1.313 -0.681
O 4.963 1.833 -0.812 -0.741
C 3.480 3.929 -0.231 0.810
F 3.103 4.493 0.900 -0.211
F 4.662 4.469 -0.548 -0.236
F 2.666 4.184 -1.250 -0.252
C 2.411 0.146 -1.471 0.816
C 3.570 -0.755 -1.942 -0.582
O 4.738 -0.589 -2.141 -0.510
H -0.632 -3.079 3.457 0.412
H 0.761 -4.138 3.447 0.392
H -0.520 -4.345 2.220 0.330
H 0.155 -1.964 1.332 -0.361
H 1.449 -2.030 2.517 0.289
H 2.767 -3.382 1.351 0.401
H 1.493 -4.516 1.000 0.382
H 3.550 -3.677 -1.011 0.229
H 3.586 -2.093 -0.198 0.488
H -0.770 -1.487 -3.014 0.868
H -1.598 0.018 -3.258 0.281
H -1.963 -0.914 -0.445 0.315
H -3.143 -0.568 -1.667 -0.431
H -2.152 -3.077 -2.540 0.650
H -2.218 -3.206 -0.791 0.066
H -4.408 -3.862 -1.715 0.015
H -4.486 -2.331 -2.644 0.890
H -5.518 -2.799 0.013 0.542
H -4.045 -1.817 0.208 -0.165
H -4.964 0.044 -0.549 -0.454
H -5.632 -0.690 -1.980 0.648
H -7.041 -1.318 0.614 0.323
H -7.741 -0.817 -0.982 0.449
H -8.252 1.039 0.276 0.442
H -6.703 1.576 -0.387 0.303
H -7.143 0.294 2.404 0.404
H -7.002 2.028 2.106 0.341
H -5.386 -1.040 2.215 0.251
H -3.755 -0.374 2.080 0.057
H -4.801 0.039 3.500 0.356
H -2.848 3.616 -1.098 0.469
H -2.228 2.909 -2.597 0.263
H -1.132 3.938 -1.561 0.261
H -3.162 1.753 0.191 0.086
H -0.372 1.823 1.571 -0.005
H -0.151 3.545 1.943 0.461
H 2.222 2.972 2.727 0.208
H 0.954 2.198 3.666 0.581
H 1.843 1.263 2.486 0.209
O -0.344 6.833 2.958 -0.599
C 0.357 7.511 2.264 0.468
C 0.938 7.128 0.918 0.821
C 2.022 8.181 0.721 -0.221
C 1.467 9.362 1.493 -0.475
O 0.712 8.781 2.577 -0.390
H 0.154 7.202 0.161 0.072
H 1.347 6.123 0.943 -0.651
H 2.230 8.407 -0.316 0.106
H 2.951 7.838 1.184 0.256
H 0.794 9.974 0.889 0.211
H 2.251 9.997 1.896 0.382
O -2.983 -4.025 0.081 -0.460
C -3.590 -4.949 -0.381 0.431
C -4.433 -5.950 0.380 -0.023
C -4.608 -7.068 -0.643 -0.639
C -4.536 -6.315 -1.958 -0.548
O -3.641 -5.212 -1.713 -0.306
H -5.385 -5.484 0.641 0.198
H -3.921 -6.289 1.269 -0.014
H -5.527 -7.636 -0.523 0.573
H -3.769 -7.765 -0.567 0.223
H -5.505 -5.917 -2.262 0.248
H -4.141 -6.928 -2.767 0.362
O 6.770 -2.565 3.046 -0.659
C 6.924 -1.793 2.141 0.310
C 8.110 -0.872 1.930 0.050
C 7.577 0.112 0.894 -0.615
C 6.568 -0.734 0.141 1.020
O 6.046 -1.661 1.122 -0.272
H 8.945 -1.455 1.545 -0.071
H 8.386 -0.376 2.857 0.313
H 8.346 0.537 0.252 0.477
H 7.068 0.935 1.399 0.141
H 7.026 -1.308 -0.668 0.247
H 5.764 -0.145 -0.262 -0.924
O -6.815 -8.281 -1.910 -0.626
C -6.510 -9.108 -2.720 0.652
C -6.143 -10.551 -2.444 -0.455
C -5.485 -10.972 -3.753 -0.502
C -6.189 -10.082 -4.763 -0.469
O -6.488 -8.868 -4.052 -0.357
H -7.056 -11.115 -2.244 0.293
H -5.460 -10.624 -1.601 0.247
H -5.579 -12.034 -3.975 0.326
H -4.421 -10.730 -3.723 0.269
H -7.127 -10.516 -5.118 0.288
H -5.562 -9.853 -5.622 0.324
O -1.752 -5.990 3.366 -0.566
C -2.773 -5.804 3.957 0.503
C -2.963 -5.818 5.461 -0.511
C -4.478 -5.925 5.594 -0.575
C -4.958 -5.234 4.328 -0.438
O -3.946 -5.501 3.342 -0.235
H -2.579 -4.884 5.873 0.246
H -2.454 -6.668 5.907 0.321
H -4.875 -5.479 6.504 0.367
H -4.774 -6.975 5.578 0.266
H -5.042 -4.152 4.453 0.257
H -5.913 -5.624 3.981 0.330
O 11.111 1.372 3.017 -0.579
C 11.496 0.245 3.121 0.552
C 12.276 -0.342 4.280 -0.433
C 12.808 -1.641 3.687 -0.515
C 11.741 -1.983 2.660 -0.444
O 11.243 -0.715 2.195 -0.306
H 11.590 -0.522 5.110 0.258
H 13.076 0.325 4.587 0.300
H 12.966 -2.430 4.420 0.318
H 13.759 -1.453 3.185 0.273
H 10.909 -2.543 3.094 0.279
H 12.142 -2.543 1.818 0.343
O -3.872 5.411 -1.688 -0.575
C -3.769 6.125 -2.640 0.514
C -2.584 7.004 -2.985 -0.218
C -3.172 7.941 -4.034 -0.557
C -4.253 7.077 -4.663 -0.441
O -4.719 6.224 -3.604 -0.376
H -1.789 6.378 -3.395 0.231
H -2.231 7.541 -2.109 0.208
H -2.445 8.312 -4.754 0.342
H -3.626 8.803 -3.542 0.278
H -3.866 6.449 -5.469 0.253
H -5.084 7.666 -5.045 0.332
O 3.527 10.292 -0.443 -0.544
C 3.940 10.030 -1.534 0.565
C 5.379 10.106 -2.001 -0.459
C 5.229 10.051 -3.518 -0.498
C 3.953 9.243 -3.683 -0.392
O 3.149 9.569 -2.534 -0.360
H 5.922 9.244 -1.612 0.256
H 5.846 11.030 -1.670 0.313
H 6.084 9.614 -4.031 0.335
H 5.083 11.059 -3.909 0.264
H 4.139 8.166 -3.681 0.257
H 3.411 9.504 -4.589 0.294

=====

[2]
175
Properties=species:S:1:pos:R:3:mulliken_charge:R:1 method="wB97M-V/def2-TZVPD" e_tot_ha=-4825.812301 total_charge=+1
C -3.729 -2.782 1.493 0.536
O -4.013 -4.179 1.365 -0.443
C -3.840 -4.637 0.020 -0.859
C -2.308 -4.885 -0.360 0.770
C -2.100 -5.092 -1.910 -0.425
C -0.791 -5.904 -2.278 -0.749
C 0.540 -5.051 -2.137 -0.111
C 1.792 -5.891 -1.626 -1.035
C 1.962 -5.838 -0.042 -0.554
C 2.595 -4.457 0.398 0.765
C 4.021 -4.589 1.118 -0.486
C 4.142 -3.807 2.487 -0.939
C 4.824 -2.371 2.385 -0.726
C 4.468 -1.787 0.981 -1.265
C 3.136 -1.260 0.778 -0.352
C 2.783 -0.750 -0.567 1.102
C 1.399 -0.248 -0.804 -0.158
P 0.220 -0.260 0.646 0.285
S -0.152 -2.033 1.361 -0.265
C 1.018 0.217 -2.141 0.688
Si -0.767 0.849 -2.567 0.128
C -0.844 1.037 -4.481 -1.187
C -2.051 -0.525 -2.147 -0.184
C -1.159 2.476 -1.656 -0.961
C 2.093 0.153 -3.217 -0.936
C 3.446 -0.310 -2.981 -1.103
C 3.847 -0.804 -1.621 0.934
C 5.206 -1.327 -1.302 -0.198
C 6.340 -1.341 -2.404 -0.477
Cl 6.576 0.341 -3.107 -0.217
C 7.750 -1.787 -1.834 -0.293
C 8.884 -1.908 -2.928 -1.225
Cl 8.285 -0.431 -0.686 -0.132
N 5.450 -1.798 -0.023 0.651
H -3.297 -2.330 0.556 -0.141
H -2.950 -2.666 2.307 0.190
H -4.611 -2.173 1.851 -0.305
H -4.245 -3.923 -0.750 0.371
H -4.329 -5.655 -0.028 0.383
H -1.975 -5.773 0.248 0.189
H -1.766 -3.943 -0.074 -0.619
H -2.089 -4.125 -2.489 0.175
H -3.003 -5.656 -2.286 0.302
H -0.693 -6.812 -1.617 0.376
H -0.910 -6.228 -3.351 0.194
H 0.812 -4.728 -3.190 0.357
H 0.392 -4.091 -1.561 -0.023
H 1.604 -6.955 -1.958 0.383
H 2.699 -5.468 -2.152 0.360
H 0.904 -5.847 0.362 0.099
H 2.542 -6.707 0.359 0.594
H 1.939 -3.860 1.094 -0.484
H 2.754 -3.821 -0.520 -0.121
H 4.879 -4.390 0.405 -0.046
H 4.120 -5.688 1.377 0.657
H 4.808 -4.437 3.152 0.411
H 3.153 -3.766 3.030 0.375
H 4.329 -1.710 3.175 -0.149
H 5.932 -2.449 2.526 0.449
H 2.453 -1.277 1.665 0.356
H -1.028 0.358 0.342 0.097
H 0.824 0.510 1.697 0.122
H -0.335 0.154 -4.954 0.327
H -1.929 1.057 -4.790 0.314
H -0.299 1.960 -4.832 0.307
H -2.290 -0.556 -1.041 -0.142
H -1.612 -1.525 -2.441 -0.080
H -3.035 -0.351 -2.661 0.481
H -0.196 2.999 -1.383 0.389
H -1.781 3.153 -2.311 0.410
H -1.794 2.301 -0.735 0.267
H 1.813 0.486 -4.243 0.391
H 4.155 -0.321 -3.839 0.347
H 6.025 -2.083 -3.182 0.626
H 7.683 -2.717 -1.216 0.694
H 9.641 -1.089 -2.824 0.311
H 8.461 -1.985 -3.968 0.296
H 9.436 -2.872 -2.719 0.309
H 6.354 -2.180 0.265 0.397
C 9.840 2.883 -6.868 -1.256
C 8.759 2.204 -6.034 -0.463
C 9.327 1.397 -4.863 1.336
C 10.221 0.321 -5.370 0.042
N 10.909 -0.513 -5.762 -0.483
H 10.506 2.154 -7.333 0.350
H 9.388 3.469 -7.670 0.361
H 10.443 3.557 -6.253 0.314
H 8.170 1.549 -6.682 0.317
H 8.078 2.966 -5.644 0.359
H 8.516 0.941 -4.290 -0.855
H 9.895 2.045 -4.191 0.178
C -9.107 1.037 2.205 -1.017
C -8.645 -0.316 2.733 -0.598
C -7.128 -0.394 2.915 0.065
C -6.442 -0.179 1.613 0.203
N -5.914 -0.010 0.604 -0.491
H -8.698 1.243 1.212 0.391
H -10.194 1.060 2.118 0.353
H -8.802 1.843 2.877 0.111
H -8.977 -1.098 2.044 0.359
H -9.129 -0.508 3.693 0.362
H -6.846 -1.374 3.307 0.366
H -6.789 0.364 3.624 -0.188
C -5.332 2.995 4.974 -0.352
C -6.137 4.151 5.559 -0.050
C -7.092 3.698 6.666 -0.564
C -8.062 2.713 6.117 0.206
N -8.816 1.960 5.683 -0.483
H -5.980 2.251 4.505 -0.246
H -4.648 3.361 4.206 0.116
H -4.741 2.498 5.747 0.391
H -6.705 4.633 4.757 0.000
H -5.445 4.897 5.955 0.339
H -7.640 4.554 7.064 0.318
H -6.541 3.238 7.490 0.415
C 6.696 1.336 4.001 -0.748
C 5.878 2.457 4.632 -0.395
C 4.949 1.965 5.747 -0.528
C 3.980 0.975 5.204 0.310
N 3.230 0.210 4.783 -0.461
H 6.055 0.593 3.518 -0.038
H 7.362 1.738 3.235 0.266
H 7.308 0.827 4.751 0.363
H 5.291 2.949 3.852 0.262
H 6.559 3.206 5.042 0.350
H 4.397 2.804 6.174 0.303
H 5.525 1.495 6.548 0.310
C 7.549 5.279 -1.821 -1.276
C 8.527 4.150 -1.514 -0.246
C 7.913 3.052 -0.639 0.527
C 7.484 3.620 0.668 0.077
N 7.153 4.058 1.679 -0.446
H 7.233 5.795 -0.912 0.400
H 8.019 6.022 -2.468 0.376
H 6.658 4.900 -2.329 0.279
H 9.408 4.567 -1.019 0.365
H 8.866 3.707 -2.454 -0.050
H 8.645 2.263 -0.459 0.062
H 7.048 2.606 -1.134 -0.055
C -3.567 -8.531 -5.276 -0.834
C -4.819 -7.796 -5.742 -0.430
C -4.517 -6.411 -6.320 -0.510
C -3.872 -5.557 -5.286 0.281
N -3.375 -4.901 -4.482 -0.383
H -3.065 -7.997 -4.465 0.082
H -3.826 -9.522 -4.900 0.329
H -2.856 -8.655 -6.098 0.303
H -5.510 -7.703 -4.899 0.291
H -5.322 -8.397 -6.504 0.313
H -5.440 -5.931 -6.650 0.285
H -3.850 -6.491 -7.181 0.277
C -2.320 5.959 0.909 -1.217
C -3.502 5.042 1.207 -0.307
C -4.676 5.774 1.863 -0.260
C -4.249 6.365 3.161 0.178
N -3.909 6.832 4.167 -0.524
H -1.902 6.386 1.823 0.369
H -1.521 5.401 0.417 0.286
H -2.617 6.779 0.251 0.320
H -3.165 4.228 1.856 0.193
H -3.844 4.587 0.273 0.374
H -5.499 5.080 2.043 0.212
H -5.042 6.572 1.213 0.400
C -12.073 6.809 3.899 -1.193
C -11.612 5.460 4.440 -0.584
C -10.094 5.376 4.615 0.233
C -9.415 5.569 3.304 0.257
N -8.890 5.718 2.291 -0.557
H -11.669 7.002 2.902 0.351
H -13.161 6.834 3.818 0.352
H -11.763 7.623 4.559 0.298
H -11.950 4.672 3.762 0.300
H -12.092 5.281 5.405 0.359
H -9.816 4.399 5.016 -0.160
H -9.745 6.141 5.313 0.333